19
Properties=species:S:1:pos:R:3 method="wB97M-V/def2-TZVPD" multiplicity=2 lumo_ev="-0.66 / -0.73" molar_mass_g_mol=157.23 relative_energy_kcal_mol=64.9 homo_energy_ev="-7.660 / -8.436" s2=0.7546 energy_ev=-27811.17352 orbital_gap_ha="0.25714 / 0.28329"
O -0.66 -0.54 -0.86
K 0.94 0.96 -2.19
O 1.33 -1.25 -1.25
C 0.40 -1.36 -0.39
O 0.53 -1.34 0.90
C -1.93 -0.69 -0.23
C -2.97 -0.14 -1.19
H -2.07 -1.75 -0.01
H -1.96 -0.15 0.73
H -2.96 -0.69 -2.14
H -3.96 -0.20 -0.73
H -2.76 0.92 -1.42
C 1.45 0.92 1.21
C 2.92 0.64 1.23
H 0.36 0.98 1.12
H 1.37 1.99 1.47
H 3.36 0.54 0.23
H 3.15 -0.29 1.78
H 3.46 1.45 1.74

=====

48
Properties=species:S:1:pos:R:3 method="wB97M-V/def2-TZVPD" multiplicity=1 lumo_ev=-0.43 molar_mass_g_mol=452.53 relative_energy_kcal_mol=51.2 homo_energy_ev=-8.743 energy_ev=-67741.59831 orbital_gap_ha=0.30549 smiles="SCCCc1ccc2nccnc2c1.O=S1(=O)OCCO1.O=S1(=O)OCCO1"
S -2.87 -1.87 1.35
C -3.95 -0.38 1.06
C -5.24 -0.72 0.23
C -4.97 -1.11 -1.28
C -3.88 -0.16 -1.91
C -2.57 -0.74 -2.43
C -1.62 0.22 -2.97
C -1.90 1.70 -3.06
N -0.90 2.50 -3.59
C -1.27 3.81 -3.67
C -2.59 4.31 -3.21
N -3.59 3.57 -2.65
C -3.19 2.24 -2.59
C -4.17 1.26 -1.99
H -1.61 -1.31 1.50
H -4.30 -0.06 2.09
H -3.35 0.48 0.66
H -5.77 -1.57 0.73
H -5.92 0.18 0.27
H -4.68 -2.19 -1.42
H -5.93 -0.89 -1.85
H -2.38 -1.84 -2.39
H -0.65 -0.18 -3.35
H -0.53 4.53 -4.11
H -2.80 5.41 -3.35
H -5.15 1.64 -1.61
O 3.05 -1.19 1.35
S 1.96 -1.95 0.84
O 1.32 -1.65 -0.39
O 0.83 -2.04 2.00
C 0.56 -3.41 2.31
C 1.86 -4.14 2.01
O 2.37 -3.51 0.84
H -0.25 -3.75 1.66
H 0.26 -3.51 3.35
H 1.70 -5.20 1.84
H 2.58 -4.00 2.82
O 8.55 2.50 2.29
S 7.42 2.37 1.44
O 7.29 3.08 0.22
O 6.09 2.62 2.33
C 5.25 1.47 2.27
C 6.18 0.30 2.03
O 7.18 0.80 1.14
H 4.56 1.59 1.43
H 4.68 1.36 3.19
H 5.68 -0.56 1.60
H 6.68 0.00 2.96

=====

45
Properties=species:S:1:pos:R:3 method="wB97M-V/def2-TZVPD" multiplicity=1 lumo_ev="-8.35 / -8.35" molar_mass_g_mol=915.90 total_charge=+2 homo_energy_ev="-14.050 / -14.051" energy_ev=-330482.76535 orbital_gap_ha="0.20946 / 0.20960"
Tc 0.55 -0.79 0.23
S 3.44 1.84 -1.70
C 2.06 1.82 -2.73
C 1.09 0.98 -2.28
C 1.45 0.34 -1.06
C 2.74 0.72 -0.65
C 3.29 0.18 0.58
C 4.54 0.46 1.10
C 4.92 -0.15 2.29
C 4.03 -1.00 2.93
C 2.80 -1.23 2.35
N 2.43 -0.67 1.20
H 2.05 2.43 -3.62
H 0.15 0.83 -2.81
H 5.21 1.13 0.59
H 5.89 0.06 2.72
H 4.29 -1.49 3.86
H 2.08 -1.90 2.81
C -3.31 0.47 -1.41
C -2.20 0.42 -0.42
O -1.28 -0.39 -0.65
C -2.20 1.27 0.76
C -3.25 2.16 1.01
C -3.26 2.95 2.13
C -2.22 2.87 3.05
C -1.16 1.99 2.84
C -1.15 1.21 1.70
O -0.08 0.40 1.52
H -3.13 -0.25 -2.20
H -3.38 1.48 -1.84
H -4.27 0.27 -0.92
H -4.07 2.22 0.30
H -4.09 3.63 2.31
H -2.22 3.49 3.93
H -0.34 1.92 3.55
Se -2.42 -3.35 0.66
Sb -0.52 -4.80 -0.18
Se -0.80 -2.50 2.14
Se 0.91 -2.69 -1.01
Se 0.41 -4.53 2.17
Cl -1.16 -1.63 -3.67
C -1.75 -2.33 -5.20
Cl -3.10 -3.42 -4.93
H -0.92 -2.88 -5.64
H -2.06 -1.52 -5.83

=====

97
Properties=species:S:1:pos:R:3 method="wB97M-V/def2-TZVPD" multiplicity=1 lumo_ev=-2.29 molar_mass_g_mol=907.90 total_charge=+1 relative_energy_kcal_mol=0.0 homo_energy_ev=-10.983 energy_ev=-157161.77215 orbital_gap_ha=0.31949
Mg 2.35 0.06 1.45
Mg -2.14 0.76 -2.28
O 2.05 -8.04 3.95
C 1.52 -7.15 3.36
O 2.05 -6.34 2.48
B 1.14 -5.27 2.04
O -0.13 -5.72 2.58
C 0.02 -6.77 3.41
O -0.87 -7.32 3.97
O 1.08 -5.17 0.57
C 1.38 -3.94 0.25
O 1.64 -3.49 -0.83
C 1.59 -3.12 1.56
O 1.43 -3.91 2.57
O 1.84 -1.95 1.58
N -0.71 0.27 0.55
O -1.07 0.48 -0.64
O 0.51 0.31 0.79
O -1.53 0.14 1.45
As 0.50 3.26 -2.97
F -0.81 2.03 -2.90
F 1.21 2.39 -1.61
F 1.84 4.37 -3.01
F -0.35 4.00 -4.32
F -0.44 4.30 -1.95
F 1.34 2.21 -4.05
C -3.34 1.23 4.06
N -3.56 2.63 4.55
O -4.17 3.37 3.84
O -3.13 2.87 5.65
H -3.20 1.35 2.99
H -4.13 0.55 4.35
H -2.38 0.93 4.46
C 1.62 -0.57 4.33
O 1.95 0.34 3.28
C 2.19 1.68 3.70
C 2.93 2.53 2.65
O 2.97 1.89 1.36
C 3.56 2.74 0.39
H 0.84 -0.16 4.96
H 2.49 -0.73 4.98
H 1.40 -1.57 3.97
H 2.78 1.69 4.62
H 1.25 2.16 3.94
H 3.95 2.80 2.95
H 2.49 3.53 2.57
H 3.61 2.24 -0.57
H 4.58 2.96 0.72
H 3.04 3.69 0.24
C -4.96 -0.10 -1.22
O -3.68 -0.35 -1.81
C -3.68 -1.55 -2.59
C -2.25 -1.97 -2.88
O -1.52 -0.79 -3.30
C -0.38 -1.17 -4.07
H -5.08 -0.77 -0.36
H -5.76 -0.52 -1.84
H -5.12 0.95 -1.02
H -4.25 -1.38 -3.50
H -4.15 -2.37 -2.04
H -2.35 -2.74 -3.65
H -1.82 -2.43 -1.99
H -0.64 -1.84 -4.89
H 0.41 -1.64 -3.47
H 0.00 -0.29 -4.60
C 5.19 -0.49 3.14
O 4.23 -0.59 2.09
C 4.71 -1.53 1.12
C 4.27 -1.10 -0.29
O 3.00 -0.46 -0.29
C 2.57 -0.25 -1.65
H 4.78 0.15 3.93
H 6.09 0.07 2.88
H 5.34 -1.47 3.59
H 4.40 -2.55 1.34
H 5.79 -1.66 0.98
H 4.30 -2.04 -0.85
H 5.01 -0.44 -0.76
H 3.21 0.45 -2.17
H 1.54 0.13 -1.65
H 2.47 -1.24 -2.09
C -3.08 2.86 -0.29
O -3.03 2.36 -1.60
C -3.56 3.24 -2.60
C -3.97 2.44 -3.83
O -3.09 1.35 -4.07
C -3.17 0.86 -5.39
H -3.93 3.52 -0.08
H -2.17 3.42 -0.03
H -3.14 2.13 0.51
H -2.79 4.01 -2.76
H -4.42 3.86 -2.33
H -4.14 3.08 -4.70
H -4.94 2.00 -3.57
H -2.64 -0.08 -5.56
H -2.62 1.54 -6.06
H -4.20 0.80 -5.73

=====

71
Properties=species:S:1:pos:R:3 method="wB97M-V/def2-TZVPD" multiplicity=1 lumo_ev=2.13 molar_mass_g_mol=640.99 total_charge=-1 relative_energy_kcal_mol=16.2 homo_energy_ev=-3.648 energy_ev=-88689.93787 orbital_gap_ha=0.21246
Mg -0.20 1.08 -2.21
S -1.04 -2.28 -1.12
P 0.32 -1.42 0.04
C 0.11 0.32 -0.08
P 0.30 1.89 0.62
S 0.38 3.29 -1.02
C 1.74 2.21 1.65
C 1.82 3.54 2.04
C 2.98 3.94 2.72
C 3.98 3.04 3.03
C 3.79 1.68 2.73
C 2.73 1.25 1.94
C -1.10 2.19 1.65
C -2.31 2.56 1.05
C -3.47 2.59 1.82
C -3.40 2.37 3.20
C -2.16 2.04 3.79
C -0.98 2.05 3.06
C 1.89 -2.05 -0.62
C 2.96 -1.21 -0.92
C 4.20 -1.80 -1.19
C 4.39 -3.19 -1.22
C 3.27 -4.00 -0.96
C 2.03 -3.43 -0.65
C 0.27 -1.93 1.75
C 1.39 -2.50 2.37
C 1.28 -2.93 3.68
C 0.06 -2.85 4.37
C -1.04 -2.30 3.73
C -0.95 -1.89 2.40
H 1.01 4.21 1.80
H 3.16 4.99 2.91
H 4.89 3.30 3.55
H 4.49 0.96 3.09
H 2.58 0.25 1.54
H -2.25 2.85 0.02
H -4.44 2.76 1.35
H -4.29 2.40 3.81
H -2.10 1.76 4.83
H -0.02 1.98 3.48
H 2.87 -0.11 -0.84
H 5.03 -1.13 -1.41
H 5.38 -3.62 -1.39
H 3.41 -5.09 -0.98
H 1.21 -4.06 -0.38
H 2.29 -2.61 1.83
H 2.20 -3.28 4.13
H -0.03 -3.22 5.39
H -1.99 -2.18 4.26
H -1.86 -1.52 1.88
F -6.47 1.82 -2.35
C -5.12 1.80 -2.36
C -4.44 0.93 -1.52
C -3.06 0.85 -1.65
C -2.34 1.61 -2.52
C -3.03 2.46 -3.35
C -4.44 2.59 -3.27
H -4.95 0.32 -0.78
H -2.52 0.15 -1.02
H -2.50 3.14 -4.03
H -4.97 3.31 -3.92
N -0.43 -3.07 -5.27
C 0.57 -2.06 -5.02
C -0.16 -0.84 -4.48
O -1.37 -0.73 -5.05
O 0.38 -0.03 -3.72
H -0.37 -3.55 -6.14
H -1.53 -1.70 -5.29
H -0.54 -3.76 -4.51
H 1.14 -1.79 -5.97
H 1.34 -2.38 -4.30

=====

112
Properties=species:S:1:pos:R:3 method="wB97M-V/def2-TZVPD" multiplicity=1 lumo_ev=-2.70 molar_mass_g_mol=626.03 total_charge=+1 homo_energy_ev=-10.277 energy_ev=-58485.12053 orbital_gap_ha=0.27852
C 5.66 -2.50 1.65
C 6.57 -2.41 0.29
C 6.17 -1.18 -0.73
C 7.31 -0.02 -0.56
C 6.75 1.47 -0.17
C 5.49 1.46 0.90
C 4.19 2.05 0.11
C 2.97 2.59 1.08
C 2.90 1.89 2.56
C 1.42 1.88 3.26
C 0.60 3.29 3.18
C -0.21 3.57 1.79
C -0.75 2.26 0.98
C -2.27 1.76 1.45
C -2.36 1.39 3.04
C -3.27 2.37 3.97
C -2.94 3.93 4.37
C -3.90 4.86 5.38
C -5.27 4.23 6.04
C -5.64 2.66 5.62
C -4.67 1.74 4.62
C -3.29 2.92 0.92
N -4.62 2.21 0.58
C -4.36 1.37 -0.68
N -4.54 2.28 -1.91
C -5.43 0.12 -0.85
C -6.89 0.38 -0.16
O -6.87 -0.26 1.16
Si -8.48 -0.39 1.87
C -9.21 1.41 1.93
C -8.22 -1.15 3.66
C -9.69 -1.56 0.94
C -2.85 0.66 -0.67
O -2.45 0.45 0.73
H 6.15 -3.35 2.32
H 4.56 -2.90 1.41
H 5.66 -1.53 2.31
H 6.47 -3.43 -0.30
H 7.71 -2.38 0.65
H 5.06 -0.81 -0.65
H 6.28 -1.63 -1.83
H 8.19 -0.30 0.19
H 7.84 0.09 -1.62
H 7.65 2.07 0.31
H 6.44 2.05 -1.15
H 5.83 2.19 1.78
H 5.32 0.42 1.40
H 3.80 1.25 -0.68
H 4.52 2.99 -0.55
H 1.98 2.50 0.44
H 3.20 3.75 1.27
H 3.20 0.74 2.40
H 3.67 2.30 3.34
H 0.80 0.93 2.90
H 1.62 1.68 4.42
H -0.11 3.36 4.13
H 1.38 4.17 3.31
H 0.53 4.15 1.06
H -1.12 4.33 1.95
H -0.90 2.61 -0.15
H 0.01 1.36 0.92
H -2.84 0.30 3.13
H -1.30 1.28 3.57
H -1.98 4.46 3.96
H -3.63 5.97 5.68
H -5.96 4.86 6.78
H -6.65 2.25 6.09
H -5.05 0.65 4.42
H -2.94 3.38 -0.12
H -3.43 3.84 1.63
H -5.42 2.87 0.48
H -4.78 1.50 1.36
H -5.05 1.78 -2.67
H -5.13 3.12 -1.67
H -4.97 -0.84 -0.30
H -5.56 -0.22 -1.98
H -7.68 -0.23 -0.81
H -7.24 1.50 -0.17
H -10.13 1.44 1.22
H -9.44 1.68 3.05
H -8.35 2.16 1.59
H -7.21 -0.64 4.04
H -7.97 -2.31 3.61
H -9.14 -0.91 4.35
H -9.18 -2.31 0.19
H -10.51 -0.95 0.34
H -10.30 -2.20 1.73
H -2.07 1.21 -1.34
H -2.98 -0.43 -1.14
C 4.27 -2.17 -4.08
O 4.80 -3.45 -4.41
C 3.85 -4.49 -4.22
C 4.16 -5.67 -5.15
O 3.76 -5.45 -6.51
C 4.55 -4.51 -7.26
C 5.94 -5.05 -7.62
O 6.81 -4.98 -6.50
C 7.87 -5.92 -6.58
H 4.01 -2.13 -3.02
H 5.04 -1.42 -4.29
H 3.40 -1.95 -4.70
H 2.83 -4.13 -4.43
H 3.91 -4.82 -3.18
H 3.57 -6.53 -4.81
H 5.21 -5.97 -5.10
H 4.61 -3.55 -6.75
H 4.00 -4.34 -8.19
H 6.37 -4.44 -8.42
H 5.84 -6.09 -7.98
H 7.48 -6.94 -6.65
H 8.46 -5.85 -5.66
H 8.51 -5.70 -7.44